Entry 1:
Density functional theory data (wB97M-V/def2-TZVPD) for a molecular structure, C5H7N2 in a non-equilibrium geometry.

Results
- Energy: -303.8058 Ha
- Energy above the lowest of the compared OMol25 structures with the same formula, charge and spin: 133.77 kcal per mole
- HOMO energy (alpha / beta): -0.52710 / -0.52710 hartree

```
! wB97M-V def2-TZVPD RIJCOSX def2/J DEFGRID3
* xyz 1 1
C 1.4488 0.3119 0.2951
C 0.1808 -0.2753 0.4876
C 0.1802 -0.4554 -0.9691
C -1.2022 0.6354 0.4794
C -0.8534 -0.3462 1.5305
N 1.3371 0.5791 -0.9431
N -0.3340 -1.3223 -1.6131
H 2.1978 0.7501 0.9211
H -1.0658 1.7056 0.6122
H -1.6896 0.2043 -0.4003
H -1.3594 -1.3908 1.3396
H -0.6491 -0.0362 2.5541
H 1.9162 0.9806 -1.7277
H -0.1075 -1.3410 -2.5662
*
```


Entry 2:
Density functional theory data (wB97M-V/def2-TZVPD) for a molecular structure, C5H7N2 in a non-equilibrium geometry.

Results
- Energy: -303.7407 Ha
- Energy above the lowest of the compared OMol25 structures with the same formula, charge and spin: 174.59 kcal per mole
- HOMO energy: -0.50575 hartree

```
! wB97M-V def2-TZVPD RIJCOSX def2/J DEFGRID3
* xyz 1 1
C -0.7976 -0.1889 -1.4136
C 0.2123 -0.7372 -0.4985
C 0.4461 0.8599 -0.0403
C -0.1838 -0.9286 0.9974
C 0.0940 0.5502 1.3860
N -0.6534 0.9866 -0.9086
N 1.5203 -0.4306 -0.6844
H -1.0388 -0.6896 -2.4106
H -1.1081 -1.4323 1.2613
H 0.6575 -1.4760 1.3866
H 0.9559 0.4546 2.0577
H -0.5899 1.3219 1.7191
H -1.2714 1.8683 -1.2368
H 1.7570 -0.1584 -1.6154
*
```


Entry 3:
Density functional theory data (wB97M-V/def2-TZVPD) for a molecular structure, C5H7N2 in a non-equilibrium geometry.

Results
- Energy: -303.8403 Ha
- Energy above the lowest of the compared OMol25 structures with the same formula, charge and spin: 112.14 kcal per mole
- HOMO energy: -0.44248 hartree

```
! wB97M-V def2-TZVPD RIJCOSX def2/J DEFGRID3
* xyz 1 1
C 0.3054 0.4184 0.9733
C 1.0816 0.0350 -0.2021
C 0.5434 0.8871 2.1455
C -0.9349 -0.0275 0.2723
C -0.0967 -0.3556 -0.8458
N 0.8179 1.5560 3.0612
N -0.3920 -0.8664 -2.2118
H -1.4977 -0.8435 0.8511
H -1.7603 0.7412 -0.0605
H 2.1893 0.0627 -0.2633
H 1.1867 1.2100 4.0072
H -0.1343 -0.0224 -2.7948
H -1.4075 -1.0501 -2.4491
H 0.0991 -1.7450 -2.4835
*
```


Entry 4:
Density functional theory data (wB97M-V/def2-TZVPD) for a gas-phase ion, C5H7N2 (charge +1) in a non-equilibrium geometry.

Results
- Energy: -303.7361 Ha
- Energy above the lowest of the compared OMol25 structures with the same formula, charge and spin: 177.49 kcal per mole
- HOMO energy (alpha / beta): -0.50473 / -0.50479 hartree

```
! wB97M-V def2-TZVPD RIJCOSX def2/J DEFGRID3
* xyz 1 1
C 1.5212 0.0685 -1.1465
C 0.1379 1.2207 0.3287
C -0.6186 -0.1013 -0.5780
C -0.0379 0.3123 1.5339
C -0.7529 -0.8060 0.7859
N -0.8639 1.2544 -0.5422
N 0.4625 -0.5508 -1.4577
H 2.4992 -0.1173 -1.5475
H 0.9115 0.0352 1.9821
H -0.6269 0.8486 2.2827
H -1.7875 -0.9988 1.0597
H -0.2023 -1.7443 0.7796
H -0.9459 1.8744 -1.3384
H 0.3037 -1.2957 -2.1423
*
```


Entry 5:
Density functional theory data (wB97M-V/def2-TZVPD) for a gas-phase ion, C5H7N2O (charge +1) in a non-equilibrium geometry.

Results
- Energy: -379.1317 Ha
- Energy above the lowest of the compared OMol25 structures with the same formula, charge and spin: 44.56 kcal per mole
- HOMO energy: -0.54777 hartree
- SMILES string: C=NC1=[NH+]C(=O)CC1

```
! wB97M-V def2-TZVPD RIJCOSX def2/J DEFGRID3
* xyz 1 1
C 2.8381 -0.9160 0.3169
N 1.8263 -0.9014 -0.4290
C 0.2777 -0.2773 -0.1011
N -0.7569 -1.0791 0.0747
C -2.0435 -0.3581 0.0930
O -3.0839 -0.9327 0.1235
C -1.6071 1.0497 -0.1220
C -0.1072 1.0609 -0.2949
H 3.5451 -1.5684 -0.1415
H 3.2181 -0.5118 1.2929
H -0.6047 -2.1111 0.2259
H -2.1463 1.4100 -0.9975
H -1.8151 1.6848 0.7169
H 0.2772 1.7700 0.4397
H 0.1821 1.6804 -1.1975
*
```


Entry 6:
Density functional theory data (wB97M-V/def2-TZVPD) for a single C5H7N3 molecule in a non-equilibrium geometry.

Results
- Energy: -358.8937 Ha
- Energy above the lowest of the compared OMol25 structures with the same formula, charge and spin: 78.23 kcal per mole
- HOMO energy: -0.35413 hartree
- SMILES string: [H]/N=C(/C#N)N/C=C\C

```
! wB97M-V def2-TZVPD RIJCOSX def2/J DEFGRID3
* xyz 0 1
H -0.0845 -0.4304 1.7776
N -0.9695 -0.7410 1.3181
C -1.2759 0.1561 0.5053
C -2.6971 -0.0836 -0.1400
N -3.7771 -0.0061 -0.4788
N -0.6048 1.1813 0.0097
C 0.9190 1.2822 0.0802
C 1.6486 0.1440 -0.0519
C 1.1258 -1.2148 -0.5698
H -1.0801 1.7605 -0.8439
H 1.2337 2.2501 0.4459
H 2.7444 0.3506 0.2284
H 1.8917 -1.6158 -1.3650
H 0.0950 -1.0093 -1.1155
H 0.8308 -2.0236 0.1997
*
```


Entry 7:
Density functional theory data (wB97M-V/def2-TZVPD) for 2 unconnected molecules or ions with the total composition C5H7N3 in a non-equilibrium geometry.

Results
- Energy: -358.8244 Ha
- Energy above the lowest of the compared OMol25 structures with the same formula, charge and spin: 121.72 kcal per mole
- HOMO energy (alpha / beta): -0.29884 / -0.29026 hartree

```
! wB97M-V def2-TZVPD RIJCOSX def2/J DEFGRID3
* xyz 0 1
C -0.6245 1.0108 -1.8366
C -1.0628 -0.2396 -1.3355
C 0.2850 1.5227 -0.9501
C -0.3893 -0.3937 -0.1687
C 1.3008 0.7716 1.2131
N -1.1198 -2.8749 1.0333
N -0.2845 -2.1098 1.3602
N 0.4291 0.6416 0.0826
H -0.9517 1.4659 -2.7509
H -1.7693 -0.9071 -1.7826
H 0.8363 2.4427 -0.9754
H 0.7281 0.9279 2.1309
H 1.8937 -0.1360 1.3318
H 1.9688 1.6187 1.0633
H -1.2399 -3.7406 1.5845
*
```


Entry 8:
Density functional theory data (wB97M-V/def2-TZVPD) for a single C5H7N3 molecule in a non-equilibrium geometry.

Results
- Energy: -358.8931 Ha
- Energy above the lowest of the compared OMol25 structures with the same formula, charge and spin: 78.62 kcal per mole
- HOMO energy: -0.32309 hartree
- SMILES string: C=C/C(C#N)=N/NC

```
! wB97M-V def2-TZVPD RIJCOSX def2/J DEFGRID3
* xyz 0 1
C -2.8636 -0.1061 0.0731
C -1.7336 -0.7699 -0.0130
C -0.4487 -0.2319 -0.1857
C -0.2719 1.2622 -0.2857
N -0.3134 2.4070 -0.4109
N 0.4535 -1.1188 -0.3766
N 1.7649 -0.6644 -0.5722
C 2.2557 0.3410 0.4290
H -2.9125 0.9828 -0.0673
H -3.8375 -0.6576 0.1587
H -1.7022 -1.8563 0.0093
H 2.3479 -1.4711 -0.7890
H 2.0380 0.0079 1.4762
H 1.8397 1.3705 0.2272
H 3.3838 0.5048 0.3268
*
```